[1]
A molecular structure, C15H16N2O4RhSSi. Source: the Open Molecules 2025 dataset; level of theory: ωB97M-V/def2-TZVPD.

```
40
Properties=species:S:1:pos:R:3
Rh -0.03548 0.13686 -0.00001
C 2.62351 4.95800 1.52698
Si 3.42865 4.29837 -0.00001
C 2.62353 4.95801 -1.52700
C 5.23312 4.68974 0.00000
C 3.27603 2.38982 -0.00002
C 4.40124 1.55091 -0.00002
C 4.28551 0.16764 -0.00002
C 3.02878 -0.40273 -0.00002
N 1.94823 0.37346 -0.00002
C 2.06731 1.71113 -0.00002
S 0.42700 2.35296 -0.00001
H 2.74065 6.04599 1.54296
H 3.08905 4.55650 2.43118
H 1.55321 4.73881 1.56423
H 2.74064 6.04599 -1.54299
H 1.55323 4.73881 -1.56424
H 3.08901 4.55649 -2.43119
H 5.34770 5.77800 0.00001
H 5.74364 4.30684 -0.88893
H 5.74367 4.30680 0.88894
H 5.39215 1.99473 -0.00002
H 5.15963 -0.46937 -0.00002
H 2.86528 -1.47201 -0.00002
O -1.96470 0.14531 -0.00001
C -2.79040 -0.91261 0.00000
C -2.40031 -2.26856 0.00000
C -3.34948 -3.27128 0.00001
C -2.96118 -4.64465 0.00001
C -1.67201 -5.08734 0.00001
C -0.68840 -4.10616 0.00000
C -1.00157 -2.71093 0.00000
O -0.01881 -1.90920 0.00000
N -4.04686 -5.67019 0.00002
O -3.70755 -6.82930 0.00002
O -5.18348 -5.25548 0.00002
H -3.84892 -0.67608 -0.00001
H -4.40345 -3.02834 0.00001
H -1.45030 -6.14240 0.00002
H 0.35986 -4.37673 0.00000
```

## Properties
E = -48694.44556 eV
2S+1 = 5
Total charge = +1
LUMO energy (alpha / beta) = -3.449 / -6.846 eV
HOMO (alpha / beta) = -9.63 / -13.13 eV
Energy relative to the best compared isomer or geometry (same formula, charge and spin) = 28.2 kcal per mole
⟨S²⟩ = 6.032
Orbital gap (alpha / beta) = 6.18 / 6.28 eV



[2]
A molecular structure, C21H22N2O5 in a non-equilibrium geometry. Source: the Open Molecules 2025 dataset; level of theory: ωB97M-V/def2-TZVPD.

```
50
Properties=species:S:1:pos:R:3
C -0.19750 -3.04813 -1.23578
C -1.26168 -2.20402 -0.92753
C -2.53295 -2.64837 -0.90173
C -3.72388 -1.98620 -0.57408
C -3.57612 -0.79265 -0.38878
C -2.37185 -0.15037 -0.17014
C -1.33211 -0.98525 -0.43071
H -0.27112 -0.42029 -0.74941
N -2.21569 1.29422 0.11613
C -3.19897 2.04928 0.29479
O -3.22958 3.42960 0.75048
C -4.64093 1.60384 -0.32800
O -4.67854 -0.03986 -0.04160
H -4.54283 1.75613 -1.28055
H -5.38729 2.01987 0.09953
C -0.97543 1.72998 0.86312
H -0.97970 2.68686 0.83435
H -0.12450 1.46731 0.13638
C -0.52017 1.34232 2.09193
C -0.07148 -0.12159 2.25969
O -0.73233 -1.18178 2.23319
N 1.17037 -0.08491 2.03025
H 1.80497 0.79673 1.95597
C 1.97865 -1.35573 1.95682
C 3.13679 -1.19567 0.46144
C 4.27401 -0.25737 0.95691
H 5.02536 -0.59178 0.24913
O 3.68492 1.17704 0.80663
C 2.83645 1.14042 -0.20752
C 2.67910 2.42458 -0.69040
C 1.91815 2.76986 -1.96409
C 1.41878 1.54290 -2.76286
C 1.73504 0.32410 -2.17374
C 2.39798 -0.05120 -1.04198
O 2.57744 -1.28092 -0.59565
H 1.38907 -0.37393 -2.69945
H 0.91335 1.72220 -3.71584
H 1.69576 3.68174 -1.98406
H 3.00757 3.33719 -0.17100
H 4.46563 -0.22414 2.07806
H 3.71303 -2.42234 0.86022
H 1.18268 -2.12315 1.78972
H 2.42548 -1.68790 2.77082
H 0.02001 1.77434 2.67863
H -1.66488 1.28133 2.64456
H -4.62192 -2.42320 -0.52933
H -2.75482 -3.89288 -1.06212
H 0.82507 -2.68054 -1.11403
H -0.22184 -3.88183 -0.85174
H -0.44752 -3.24588 -2.32661
```

## Properties
E = -35333.50157 eV
LUMO energy = 0.329 eV
HOMO = -8.27 eV
Energy relative to the best compared isomer or geometry (same formula, charge and spin) = 475.2 kcal per mole
Orbital gap = 8.60 eV



[3]
C4H11NO3 in the gas phase in a non-equilibrium geometry. Source: the Open Molecules 2025 dataset; level of theory: ωB97M-V/def2-TZVPD.

```
19
Properties=species:S:1:pos:R:3
C 1.20493 -0.84839 1.37428
N 0.79272 -0.77583 -0.02169
O 2.04470 -0.62047 -0.73157
C -0.19448 0.46701 -0.34640
C -0.62547 0.32328 -1.80677
O 0.57681 1.64922 -0.24745
C -1.38280 0.41948 0.58426
O -1.98344 -1.01430 0.79309
H 1.91475 -1.67210 1.51130
H 1.68472 0.07881 1.70632
H 0.35865 -1.07361 2.02570
H 1.94782 0.22320 -1.21871
H 0.23523 0.38596 -2.48180
H -1.14797 -0.62148 -1.98355
H -1.27511 1.15593 -2.09854
H 0.62113 1.88692 0.69289
H -2.24191 0.97810 0.20831
H -1.15618 0.74375 1.60224
H -1.37408 -1.68549 0.43807
```

## Properties
E = -11956.36455 eV
LUMO energy = 0.651 eV
HOMO = -8.87 eV
Energy relative to the best compared isomer or geometry (same formula, charge and spin) = 86.4 kcal per mole
Orbital gap = 9.52 eV



[4]
C33H34N4O4 in the gas phase in a non-equilibrium geometry. Source: the Open Molecules 2025 dataset; level of theory: ωB97M-V/def2-TZVPD.

```
75
Properties=species:S:1:pos:R:3
C 2.75277 3.09022 9.09708
C 4.03107 2.44206 8.68861
C 4.47267 2.30520 7.44362
C 5.77902 1.64671 7.10254
C 3.71683 2.86013 6.27135
O 3.51156 4.04224 6.10678
N 3.30824 1.87519 5.41317
C 2.60289 1.98627 4.21452
C 2.22602 3.21313 3.66888
C 1.53155 3.24438 2.47320
C 1.20380 2.07883 1.80583
C 1.57757 0.84672 2.34297
C 1.25322 -0.39384 1.66876
N 1.61258 -1.53604 2.10939
O 1.19216 -2.54184 1.29815
C 0.45959 -2.01545 0.17755
C 0.46836 -0.49396 0.38115
C 1.07986 -2.47875 -1.14667
C -0.08611 -2.40226 -2.14532
C -0.00056 -3.58090 -3.12607
N 0.79952 -3.33513 -4.19120
O -0.57623 -4.62705 -2.96363
N -1.27511 -2.46258 -1.31818
C -2.56199 -2.29825 -1.70216
O -3.46121 -2.26952 -0.88455
C -2.83045 -2.10965 -3.18487
C -3.34119 -0.67671 -3.40892
C -2.28836 0.30527 -2.94691
C -1.16224 0.54636 -3.72658
C -0.18643 1.43038 -3.30062
C -0.32624 2.08983 -2.09053
C -1.44592 1.85766 -1.30979
C -2.41735 0.96690 -1.73362
C -3.73330 -0.36640 -4.83532
C -4.30419 0.87731 -5.09226
C -4.66973 1.24065 -6.37383
C -4.46983 0.36293 -7.42680
C -3.90389 -0.87464 -7.18285
C -3.53573 -1.23740 -5.89696
C -0.94066 -2.62495 0.08199
C 2.27612 0.81175 3.54734
H 2.95296 3.85903 9.84202
H 2.24995 3.54710 8.25035
H 2.08911 2.35479 9.55323
H 4.62428 2.03821 9.50088
H 6.42720 2.35633 6.58884
H 6.28019 1.30779 8.00577
H 5.63805 0.79140 6.44168
H 3.50284 0.92332 5.69290
H 2.47698 4.12508 4.18336
H 1.24217 4.19811 2.05767
H 0.66305 2.12273 0.87377
H -0.53767 -0.08809 0.49139
H 0.96450 0.03545 -0.43404
H 1.40887 -3.51185 -1.01987
H 1.93249 -1.87196 -1.44846
H -0.06158 -1.45194 -2.69595
H 0.97545 -4.08319 -4.84216
H 1.33143 -2.48850 -4.28156
H -1.94609 -2.30750 -3.78514
H -3.61451 -2.81711 -3.46034
H -4.22688 -0.55180 -2.77515
H -1.06275 0.05055 -4.68287
H 0.68195 1.61322 -3.91789
H 0.43124 2.78842 -1.76498
H -1.56956 2.37793 -0.37044
H -3.28562 0.78224 -1.11799
H -4.46003 1.56449 -4.27248
H -5.11285 2.20936 -6.55267
H -4.75549 0.64251 -8.42999
H -3.74608 -1.56696 -7.99726
H -3.09915 -2.21094 -5.73500
H -0.90101 -3.68511 0.35589
H -1.68938 -2.12856 0.70060
H 2.55538 -0.15084 3.94827
```

## Properties
E = -48924.03160 eV
LUMO energy = 0.357 eV
HOMO = -8.56 eV
Energy relative to the best compared isomer or geometry (same formula, charge and spin) = 1.2 kcal per mole
Orbital gap = 8.92 eV



[5]
A molecular structure, C19H17N3O4S2 in a non-equilibrium geometry. Source: the Open Molecules 2025 dataset; level of theory: ωB97M-V/def2-TZVPD.

```
45
Properties=species:S:1:pos:R:3
O -0.10848 -3.38420 0.10972
C 0.97517 -2.72817 0.26611
N 1.64661 -1.89875 -0.67425
H 2.30743 -1.42634 -0.37965
C 0.95390 -1.90331 -2.11310
C 0.79826 -0.34697 -2.16860
C 1.57198 0.43469 -2.78614
C 1.13088 1.89424 -2.90791
C 0.02452 1.77622 -2.05612
O -0.06901 0.42188 -1.62216
H -0.66345 2.67699 -1.54783
H 1.42665 2.87186 -3.32232
H 2.52281 0.08415 -3.66274
H -0.04733 -2.09005 -1.93353
H 1.53960 -2.21110 -2.85868
C 1.39312 -2.78370 1.78053
H 0.73568 -3.16862 2.44065
H 2.22199 -3.55177 1.76122
S 2.35332 -1.07922 2.05443
C 0.88708 -0.06484 1.84173
N -0.25468 -0.68740 1.36432
C -1.36744 0.20756 1.28711
C -1.15255 1.60751 1.21398
C 0.03616 2.19666 1.59018
O 0.33551 3.50758 1.13576
N 1.21752 1.24918 1.70412
C 2.47724 1.59575 1.82946
H 2.41550 2.92181 2.27489
H 3.00012 1.07780 2.55089
C 3.11978 1.92119 0.51578
O 3.19740 0.80822 -0.23542
H 3.46823 0.80255 -1.21366
H 2.47909 2.67195 -0.12415
H 4.05563 2.28801 0.53525
S -2.65862 2.22787 0.72206
C -3.36073 0.94791 0.51344
C -4.68471 0.54324 -0.10316
C -5.14804 -0.74313 0.17074
C -4.31211 -1.80010 0.14803
C -3.11011 -1.51721 0.63706
C -2.46236 -0.41636 0.88702
H -2.45090 -2.39271 0.94126
H -4.75858 -2.89073 0.00993
H -6.21173 -1.08598 -0.38650
H -5.47036 1.43580 -0.18975
```

## Properties
E = -54295.05539 eV
LUMO energy = -0.733 eV
HOMO = -7.96 eV
Energy relative to the best compared isomer or geometry (same formula, charge and spin) = 305.6 kcal per mole
Orbital gap = 7.23 eV



[6]
A gas-phase ion, C2H8N2PS (charge +1) in a non-equilibrium geometry. Source: the Open Molecules 2025 dataset; level of theory: ωB97M-V/def2-TZVPD.

```
14
Properties=species:S:1:pos:R:3
C 0.97169 -0.53427 0.97128
C -0.88100 -0.07466 -1.50369
N 1.88550 -0.03489 0.16499
N 0.69733 -0.44800 2.24645
P -2.01671 1.49923 -1.58848
S -0.80448 -1.03040 -0.04988
H 0.12674 0.05416 -1.85914
H -1.24750 -0.71850 -2.33958
H 2.87943 0.22675 0.60395
H 1.83529 -0.33647 -0.82828
H 1.43273 -0.41368 2.92116
H -0.06045 -1.00283 2.61766
H -1.68829 2.00814 -0.30473
H -3.13028 0.80541 -1.05170
```

## Properties
E = -25296.81046 eV
2S+1 = 3
Total charge = +1
LUMO energy (alpha / beta) = -3.083 / -6.929 eV
HOMO (alpha / beta) = -10.41 / -14.04 eV
Energy relative to the best compared isomer or geometry (same formula, charge and spin) = 0.0 kcal per mole
⟨S²⟩ = 2.009
Orbital gap (alpha / beta) = 7.32 / 7.11 eV